# 1
{"formula": "C25H54BFN3O23P5S", "method": "ωB97M-V/def2-TZVPD", "species": ["C", "H", "H", "C", "C", "H", "H", "H", "H", "H", "H", "C", "H", "H", "H", "C", "H", "H", "O", "O", "O", "H", "F", "H", "O", "C", "O", "O", "H", "H", "O", "C", "H", "O", "H", "H", "O", "H", "H", "C", "H", "H", "C", "C", "H", "N", "P", "O", "O", "O", "C", "H", "C", "H", "P", "P", "H", "H", "C", "C", "P", "C", "O", "H", "H", "O", "H", "C", "H", "C", "H", "C", "H", "O", "H", "H", "H", "O", "H", "C", "H", "O", "C", "N", "O", "H", "H", "H", "H", "H", "N", "H", "H", "H", "C", "B", "H", "O", "O", "H", "C", "O", "H", "C", "O", "S", "P", "H", "C", "O", "C", "H", "H"], "positions_angstrom": [[-2.413, 5.527, -1.324], [-9.356, -5.881, 0.615], [2.715, -2.709, -5.921], [-9.643, -4.082, -2.342], [-3.748, -2.814, -1.425], [1.289, 3.188, 0.621], [8.882, 6.390, 5.252], [-4.728, 0.823, -1.824], [-2.184, 5.609, -2.390], [-6.011, -3.399, -1.004], [-4.144, -6.955, 3.025], [8.891, 5.593, 6.001], [-5.414, -6.323, 4.105], [5.991, 6.765, -0.371], [-9.898, -7.559, 0.310], [0.885, 2.397, -2.707], [3.266, -4.040, -4.880], [1.090, 3.423, -3.025], [3.641, -3.280, -2.347], [5.172, 5.158, 0.596], [2.726, -1.160, -2.457], [4.852, 0.675, -1.520], [-10.123, -4.518, -0.982], [-2.912, -2.204, -0.832], [10.370, 5.525, 3.329], [-5.546, -1.213, -2.880], [-9.389, -7.017, 2.875], [9.664, 4.475, 5.595], [2.510, 1.971, 0.168], [-2.359, 2.862, 1.197], [-7.780, -5.381, 2.596], [11.420, 2.558, 3.048], [-9.517, -9.064, 2.622], [0.420, 2.397, -1.373], [-1.960, 4.556, 1.614], [5.616, 1.553, -2.869], [6.535, 3.180, 0.529], [-1.034, 3.216, 2.325], [13.261, 5.457, 5.883], [-8.270, -1.404, -3.523], [6.439, 2.051, 2.247], [12.159, 2.246, 3.792], [12.352, 5.870, 6.327], [-5.115, -2.853, -0.462], [11.018, 1.671, 2.553], [-10.428, -2.943, -3.026], [-7.697, -6.909, 2.531], [-9.730, -2.448, -5.421], [-7.962, -7.404, 0.981], [4.887, 3.206, -1.092], [-9.781, -8.291, 3.349], [7.861, 5.260, 6.164], [2.332, 2.885, 0.740], [-3.435, -2.032, -4.752], [10.879, 4.680, 4.500], [-1.054, 3.280, -1.169], [4.377, -5.123, -1.844], [-10.863, -8.295, 3.497], [-8.402, 0.143, -2.932], [-5.193, -7.047, 3.316], [4.098, -1.697, -2.875], [6.951, 2.935, 1.859], [4.037, -2.184, -4.450], [6.303, 0.005, -2.323], [12.591, 6.813, 6.824], [11.396, 6.117, 5.313], [9.287, 5.978, 6.946], [5.375, 0.564, -2.473], [0.139, 1.946, -3.367], [-9.053, -6.867, 0.251], [-8.753, -6.772, -0.798], [-5.681, 0.306, -2.274], [2.061, -2.862, -4.278], [3.166, 3.925, 0.271], [-3.375, -3.914, -1.677], [5.362, -3.737, -1.316], [5.345, -4.224, -3.037], [-6.005, -6.801, 2.186], [-10.469, -2.203, -2.264], [6.265, 5.742, -0.092], [-9.288, -8.496, 4.303], [-3.015, -1.717, -3.884], [4.746, -4.135, -2.126], [-7.505, 2.432, -1.813], [-2.527, 4.163, -0.966], [6.730, 3.799, 2.491], [11.892, 3.203, 2.303], [8.028, 2.756, 1.864], [-6.515, -3.175, -3.907], [1.810, 1.817, -2.759], [-9.673, 0.963, -2.855], [-1.627, 6.009, -0.738], [7.129, 5.784, 0.579], [-4.844, -3.400, 0.563], [-7.148, 1.041, -2.303], [-4.038, -1.915, -2.809], [11.949, 5.170, 7.065], [-8.606, -4.692, -2.932], [10.362, 3.243, 3.687], [6.530, 5.195, -1.001], [2.958, -2.990, -4.891], [-1.840, 1.966, -1.166], [-5.463, -1.766, -0.145], [-1.548, 3.561, 1.422], [-0.599, 3.648, 0.372], [-9.231, 2.495, -2.138], [4.851, 3.553, 0.400], [-3.364, 6.025, -1.124], [-9.539, -2.290, -4.105], [4.556, -0.115, -3.403], [-6.782, -2.097, -3.507], [2.531, 2.704, 1.800], [-5.372, -8.062, 3.684]], "mulliken_charge": [-0.8146, 0.4139, 0.2566, 0.6118, -0.4970, -0.3877, 0.3398, 0.4459, 0.3288, 0.1118, 0.2286, -0.6548, 0.3554, 0.2495, 0.2617, -0.5899, 0.2306, 0.3421, -0.2692, -0.3079, -0.5587, 0.2928, -0.2052, 0.2626, -0.5920, 0.2886, -0.2765, -0.2889, 0.2622, 0.2356, -0.5959, -0.8668, 0.3412, -0.0873, 0.2738, 0.2355, -0.3057, 0.3128, 0.3220, 0.1768, 0.3855, 0.3514, -0.7622, -0.6056, 0.2301, -0.3418, 0.9129, -0.4691, -0.3127, -0.6089, -0.7779, 0.2588, 0.1562, 0.3001, 0.8739, 0.7475, 0.2401, 0.2398, 0.2447, -0.7922, 0.8856, -0.7567, -0.3075, 0.3686, 0.2399, -0.2850, 0.2487, -0.6968, 0.3101, -0.6874, 0.2283, -0.5703, 0.3361, -0.2374, 0.2633, 0.3178, 0.3348, -0.1926, 0.3600, -0.5852, 0.3215, -0.4719, -0.7852, -0.4880, -0.2617, 0.3550, 0.3903, 0.1361, 0.2849, 0.0581, -0.5325, 0.3323, 0.2160, 0.2722, 0.4103, 0.2184, 0.3368, -0.4580, -0.1275, 0.2850, -0.6413, -0.5319, 0.2214, -0.6942, -0.4441, 0.1966, 1.0595, 0.2490, 0.1848, -0.2492, -0.2108, 0.3146, 0.3266], "spin_multiplicity": 1, "smiles": "CCB(O)c1cc(C(=O)NC(=O)F)c2nsnc2c1.COP(=O)(OC)OC.COP(=O)(OC)OC.COP(=O)(OC)OC.COP(=O)(OC)OC.COP(=O)(OC)OC", "e_tot_ha": -5108.5598, "homo_energy_ev": -8.5008}

---

# 2
{"formula": "C25H54FIO14S", "method": "ωB97M-V/def2-TZVPD", "species": ["H", "H", "H", "O", "H", "H", "C", "C", "C", "O", "C", "H", "H", "H", "H", "H", "O", "C", "O", "H", "C", "H", "H", "S", "H", "C", "H", "H", "O", "C", "H", "H", "C", "H", "C", "H", "H", "F", "H", "H", "O", "C", "H", "C", "O", "O", "H", "C", "C", "H", "C", "C", "H", "H", "O", "C", "H", "H", "O", "H", "H", "H", "I", "C", "H", "H", "H", "C", "O", "H", "C", "C", "H", "H", "C", "H", "H", "C", "H", "H", "H", "C", "H", "H", "C", "O", "H", "H", "H", "O", "H", "H", "O", "H", "H", "H"], "positions_angstrom": [[-1.527, 0.501, -1.086], [-4.866, -0.337, 2.979], [0.686, 7.643, -0.906], [-0.960, 6.606, -0.222], [-0.453, 4.548, 1.203], [-1.043, -7.595, -1.875], [3.272, -0.622, 1.203], [1.463, -2.008, -2.423], [-3.303, -8.215, -2.545], [6.619, 6.154, -1.333], [5.474, 5.383, -0.959], [4.257, 5.953, -2.680], [-4.941, -3.505, 6.493], [0.570, -0.611, -0.277], [2.657, -0.257, 0.247], [5.318, 8.084, -2.384], [-1.257, -6.645, -4.422], [-5.295, -2.474, 6.540], [-0.380, 3.761, -0.742], [0.993, 5.918, -0.575], [4.030, -2.589, -0.591], [7.555, 6.579, 0.454], [-5.495, -2.216, 7.583], [0.773, -4.752, 0.504], [-3.181, -8.938, -1.735], [-1.989, -0.579, 0.539], [4.376, 9.216, -1.401], [2.176, -2.739, -3.030], [0.330, -3.972, -0.986], [-1.622, 4.399, -1.053], [-2.253, -5.384, -5.714], [3.355, 5.296, -1.306], [-1.109, -5.879, -3.223], [3.645, 0.351, 1.746], [-1.310, -1.925, -0.185], [2.531, -1.183, 1.946], [-2.345, 4.257, -0.242], [2.789, -4.593, -1.234], [-1.423, -6.048, -1.103], [5.634, 4.368, -1.339], [-1.997, 0.715, -0.221], [-6.725, 0.366, 5.500], [-6.227, -2.384, 5.976], [4.330, 8.282, -1.966], [-3.006, -6.909, -2.062], [-6.371, -0.404, 4.356], [7.638, 7.846, -0.790], [-4.230, -1.566, 4.624], [4.474, -1.580, 0.622], [-0.733, 2.795, 1.046], [6.994, 7.092, -0.329], [-2.434, -6.298, -5.146], [-0.039, -5.675, -3.104], [-1.708, -2.871, 0.418], [2.269, -3.970, 0.925], [0.311, -1.745, -0.027], [5.388, 5.321, 0.132], [-4.536, 0.589, 4.451], [3.894, 7.251, -1.086], [0.476, -1.734, -2.989], [-2.021, 3.904, -1.946], [-4.344, -8.227, -2.877], [5.947, -0.174, -0.293], [2.611, -3.371, -0.373], [4.873, -3.433, -0.643], [0.899, 3.467, 0.831], [-2.657, -7.110, -5.843], [4.192, 5.945, -1.585], [-0.210, -4.659, 1.697], [-3.174, -1.494, 4.342], [-1.599, -6.658, -1.997], [0.450, 6.807, -0.245], [-6.798, 1.419, 5.220], [4.993, -2.108, 1.538], [-4.971, -0.343, 4.070], [3.608, 8.395, -2.778], [0.591, -1.933, 1.111], [1.212, -2.758, -0.963], [0.776, 7.054, 0.768], [6.131, 7.597, 0.113], [-2.670, -8.503, -3.386], [-1.427, 5.887, -1.367], [2.141, -1.059, -2.167], [-6.009, 0.256, 6.315], [-0.166, 3.646, 0.662], [0.837, -6.312, 0.273], [-3.298, -6.156, -4.493], [-0.748, 6.027, -2.216], [-7.702, 0.025, 5.851], [-2.490, -0.563, 1.777], [-4.626, -2.495, 4.199], [-1.624, -4.916, -3.312], [-4.278, -1.603, 6.053], [-1.698, -1.951, -1.298], [-2.396, 6.317, -1.641], [4.126, -1.987, -1.593]], "mulliken_charge": [0.3438, 0.2356, 0.3526, -0.4036, 0.3859, 0.2677, -0.7472, -1.3119, -0.7780, -0.3808, -0.5478, 0.3239, 0.3321, 0.2431, 0.1834, 0.3906, -0.4441, -0.7541, -0.3062, 0.1651, -0.8759, 0.3218, 0.2454, 1.3351, 0.3249, 0.2139, 0.2598, 0.3413, 0.0924, -0.4076, 0.3251, 0.1942, -0.2315, 0.4289, -0.3420, 0.2042, 0.3382, -0.3523, 0.0772, 0.3485, -0.3790, -0.7587, 0.3297, -0.8369, -0.4150, -0.3930, 0.2486, -0.3592, -0.3873, 0.2231, -0.7146, -0.7485, 0.2391, 0.2726, -0.4669, -0.3247, 0.3269, 0.2826, -0.3398, 0.3228, 0.3649, 0.2531, 0.0322, 0.5853, 0.3078, 0.2426, 0.2620, -0.2145, -0.6230, 0.3047, -0.1835, -0.6318, 0.3291, 0.4404, -0.2850, 0.3233, 0.1677, 0.3452, 0.3176, 0.3004, 0.3468, -0.6299, 0.3030, 0.3330, -0.7341, -0.6057, 0.3327, 0.3049, 0.2504, -0.4599, 0.2903, 0.2802, -0.3976, 0.3135, 0.4030, 0.5173], "spin_multiplicity": 1, "smiles": "C[C@H](I)C[C@@]1(F)OS(=O)(=O)O[C@@]1(C)CCC(=O)O.COCCOC.COCCOC.COCCOC.COCCOC", "e_tot_ha": -2833.6030, "homo_energy_ev": -8.7920}

---

Number 1: largest force on an atom 10.451 eV/A, Kohn-Sham gap 5.48 eV, lowest unoccupied orbital energy -3.0 eV. Number 2: largest force on an atom 9.326 eV/A, Kohn-Sham gap 7.87 eV, lowest unoccupied orbital energy -0.9 eV.